No. 1
8
Properties=species:S:1:pos:R:3 method="wB97M-V/def2-TZVPD" de_lowest_ev=2.368 homo_energy_ev=-10.9 homo_lumo_gap_ev=11.5 total_energy_ha=-489.6502 smiles="O=C(F)F.C#CF"
C 1.060 0.180 1.396
F -0.733 1.278 -0.981
F 2.246 -0.959 -0.394
F -2.155 0.087 0.089
O -1.047 -0.878 -1.633
C 1.632 -0.320 0.489
C -1.249 0.017 -0.887
H 0.246 0.595 1.921

***

No. 2
22
Properties=species:S:1:pos:R:3 method="wB97M-V/def2-TZVPD" de_lowest_ev=0.000 homo_energy_ev="-18.6 / -20.2" homo_lumo_gap_ev="6.5 / 2.9" total_energy_ha=-924.7225 charge=+3 spin_multiplicity=6
H 0.040 -4.669 0.154
H 1.898 -3.790 4.173
O -2.850 -1.036 -0.151
C 0.391 -0.901 -1.649
C -1.713 -0.860 -0.011
C 1.745 0.630 0.059
H -0.229 -3.007 -0.397
O -2.089 4.571 -2.775
C 2.307 -3.499 3.202
N 1.493 -4.051 2.143
H 3.344 -3.825 3.080
O 1.095 -1.940 1.402
Ru 0.112 -0.364 0.151
O 0.532 -1.090 -2.785
O -0.667 1.397 2.529
N 0.129 -3.678 0.274
H 2.271 -2.417 3.113
C -0.364 0.658 1.689
O 2.637 1.345 -0.034
C -1.649 3.686 -2.194
H 1.368 -5.021 2.053
C 0.913 -3.199 1.274

***

No. 3
28
Properties=species:S:1:pos:R:3 method="wB97M-V/def2-TZVPD" de_lowest_ev=0.924 homo_energy_ev=-8.1 homo_lumo_gap_ev=8.6 total_energy_ha=-608.3961 smiles=c1cc[nH]c1.CC#N.CC#N.CC#N
H -9.632 -7.622 12.209
C -9.208 -7.503 13.195
H -7.687 -6.025 12.893
C -6.083 -10.641 21.399
C -8.724 -7.803 15.351
H -3.074 -9.016 17.460
H -10.312 -8.948 14.186
H -5.951 -10.822 20.333
H -5.129 -10.791 21.904
C -9.578 -8.164 14.302
N -8.227 -6.596 13.527
H -8.145 -11.229 14.396
N -5.703 -7.268 17.051
H -6.872 -11.336 21.685
H -8.715 -8.223 16.346
C -4.107 -9.246 17.721
H -6.967 -6.277 15.148
C -7.337 -10.631 14.818
N -7.445 -10.482 17.439
C -7.853 -6.801 14.822
H -7.248 -9.637 14.379
H -4.102 -9.368 18.804
H -6.419 -11.123 14.496
C -6.444 -9.251 21.673
C -7.343 -10.561 16.251
N -6.788 -8.126 21.964
C -4.975 -8.170 17.306
H -4.506 -10.146 17.254

***

No. 4
68
Properties=species:S:1:pos:R:3 method="wB97M-V/def2-TZVPD" de_lowest_ev=0.000 homo_energy_ev=-18.8 homo_lumo_gap_ev=5.0 total_energy_ha=-3146.6367 charge=+4
N 1.923 -1.234 -2.342
C 1.594 -2.339 -3.025
C -0.137 0.697 6.415
H 2.993 -4.440 -5.313
P 1.441 0.700 -0.641
C -0.027 -4.116 -3.683
S -0.317 2.895 2.401
C -3.124 -0.862 -1.131
H 2.890 0.998 -3.233
H -2.018 0.102 2.496
H -2.071 1.808 6.668
H 3.524 1.145 0.531
C -2.050 -3.042 1.040
H 1.777 -0.130 5.868
C -2.409 -0.899 2.219
C 0.947 0.486 5.522
H -1.325 -3.645 0.483
C -0.062 -1.593 1.725
H 1.536 4.259 -1.663
H 2.779 3.555 -0.567
H 3.030 2.832 -3.308
H -1.850 2.879 4.703
C 2.295 -4.011 -4.626
H -3.432 -0.730 1.836
N -0.595 -2.406 -2.044
H 3.487 -2.441 -3.925
H 0.537 -2.217 1.088
H 0.491 1.125 -3.224
H -2.156 -3.514 2.011
H -3.896 -0.886 -0.358
H -3.737 4.672 -0.252
Zr -0.730 1.951 0.197
H -3.003 -3.128 0.485
H 2.679 -0.388 1.024
Cl -3.475 2.266 -0.320
H -3.407 -0.012 -1.777
C -3.255 3.942 -0.914
C 2.516 -2.881 -3.887
C 0.972 -0.733 -1.521
P -1.501 -0.613 -0.265
H -3.118 -1.825 -1.696
H 3.640 -0.284 -0.527
C 0.281 -2.960 -2.910
H 1.113 3.466 -0.051
C 0.982 -4.653 -4.472
C -1.517 -1.646 1.268
C 1.714 2.109 -1.775
C 2.966 0.283 0.181
H 3.793 2.042 -1.961
H 1.811 1.174 3.619
C 0.976 1.171 4.327
H -3.727 4.041 -1.892
C -1.147 1.559 6.092
H 0.324 -0.568 1.684
H -0.559 1.920 -2.126
H -1.050 -4.531 -3.642
C 2.947 1.938 -2.658
H 0.904 -5.529 -5.080
H 0.062 -1.949 2.756
C 0.436 2.042 -2.627
N -1.128 2.202 4.900
H 0.257 2.921 -3.225
C 1.787 3.421 -0.972
H -0.105 0.170 7.376
C -0.275 -1.331 -1.393
H -2.594 -1.525 3.084
Cl -1.470 4.301 -0.963
C -0.135 1.990 3.992

***

No. 5
14
Properties=species:S:1:pos:R:3 method="wB97M-V/def2-TZVPD" de_lowest_ev=0.000 homo_energy_ev=-14.4 homo_lumo_gap_ev=9.4 total_energy_ha=-349.0158 charge=+1 smiles="C=[N+]1C=C(F)CC1"
C -0.879 -1.243 0.172
H -1.397 -2.040 -0.517
H 1.369 -1.618 0.292
C 0.579 -0.931 -0.233
N 0.617 0.497 -0.095
H 0.710 -1.044 -1.385
F -2.846 0.377 0.023
C 1.610 1.222 0.242
H -0.891 -1.676 1.220
C -1.593 0.097 -0.059
H -0.806 2.105 -0.121
H 2.682 0.885 0.300
C -0.667 1.045 -0.208
H 1.512 2.325 0.370

***

No. 6
17
Properties=species:S:1:pos:R:3 method="wB97M-V/def2-TZVPD" de_lowest_ev=2.488 homo_energy_ev=-8.6 homo_lumo_gap_ev=8.0 total_energy_ha=-1092.2872 smiles="C=C(CCl)C(=S)CC"
C 0.861 0.277 0.309
H -0.580 2.733 -0.430
H -1.357 -2.149 -0.760
C 0.220 -0.899 -0.248
C 1.150 -1.941 -0.858
H -1.874 1.211 -0.362
H 0.594 2.260 1.500
H -1.759 2.486 0.737
H 1.841 -1.622 -1.689
C -1.072 -1.081 -0.428
C -1.077 1.877 0.208
S 2.294 0.693 -0.109
H 0.556 -2.775 -1.387
C 0.030 1.252 1.071
H -0.359 0.734 2.101
H -1.744 -0.460 0.127
Cl 2.276 -2.596 0.217

***

No. 7
90
Properties=species:S:1:pos:R:3 method="wB97M-V/def2-TZVPD" de_lowest_ev=1.321 homo_energy_ev="-11.0 / -12.0" homo_lumo_gap_ev="9.0 / 9.9" total_energy_ha=-4232.6317 charge=+1 spin_multiplicity=3
C 1.990 3.090 2.443
C 6.555 0.699 -0.317
H -1.783 6.215 1.599
H 1.211 1.191 5.693
H -3.109 3.166 -1.180
H -4.120 3.630 -3.354
H -1.008 -1.660 4.873
H 2.288 3.627 1.594
H -1.823 -2.310 -3.994
C 4.198 0.555 -0.921
C -1.511 -4.224 -0.176
H 6.914 1.551 1.679
P -1.005 -2.661 -0.975
H -2.347 -6.205 -0.311
C 6.245 1.110 0.994
C 1.858 3.770 3.629
C 0.289 -4.246 -3.108
H -3.394 -1.966 0.116
C 1.255 2.025 -0.321
C -0.339 2.624 -3.093
C -1.184 2.911 0.889
C -0.847 2.961 -4.310
H -2.344 -2.487 4.380
O 1.528 -0.436 0.538
C 0.411 -3.041 -2.123
O -1.786 -1.319 2.157
C -1.668 5.136 1.841
C -3.016 3.399 -3.312
H 1.226 -4.350 -3.597
C 4.904 1.227 1.290
H -2.185 -3.884 0.602
H 1.870 -0.140 3.505
H 5.773 -0.095 -2.198
H -0.920 4.775 -0.138
H -4.172 -3.000 -1.072
C 1.582 3.048 4.786
H 4.595 1.394 2.296
C -1.633 2.319 2.069
C -2.042 4.533 3.039
H -1.673 -5.565 -1.776
H -3.556 -2.405 -3.905
H -0.234 2.751 -5.187
C 0.802 -1.723 -2.758
H 0.763 2.344 -3.030
H 1.875 4.851 3.619
C -2.654 -2.702 -3.361
C 1.881 1.669 2.412
H -0.900 -3.417 4.432
H 1.611 1.595 -1.255
C 1.668 0.942 3.601
H 0.078 -1.378 -3.469
O 0.210 -2.187 2.306
P 2.122 0.956 0.819
H 0.270 -4.144 1.262
H 0.014 -5.137 -2.580
H -2.175 2.713 4.081
H -2.530 -3.761 -3.458
C -2.233 -5.297 -0.913
H -0.478 -4.103 -3.833
H 3.398 0.225 -1.606
H -0.565 -5.771 1.095
H -1.723 1.282 2.063
C -1.188 4.320 0.830
C -3.720 -2.046 -0.943
C -1.281 -2.433 4.176
C -2.447 3.175 -2.061
C -2.509 -2.000 -1.913
C -0.938 -1.967 2.808
C -2.209 3.284 -4.432
O -1.005 0.524 -0.342
H 1.798 -1.835 -3.194
P -0.561 1.983 -0.432
H 1.033 -0.910 -2.015
H 7.566 0.765 -0.793
C -1.962 3.133 3.135
C -1.124 2.770 -1.954
H 1.167 -3.280 -1.396
H -2.331 5.063 3.909
Ni -0.350 -1.159 0.692
H -3.140 -4.886 -1.458
C 3.909 0.950 0.362
C 1.492 1.694 4.794
H -2.729 3.562 -5.389
H -2.296 -0.932 -2.088
H 1.495 3.624 5.709
C 5.529 0.272 -1.196
H -4.465 -1.289 -1.250
H 0.557 -5.282 -0.008
C -0.250 -4.851 0.593
H 1.534 3.077 -0.210

***

No. 8
24
Properties=species:S:1:pos:R:3 method="wB97M-V/def2-TZVPD" de_lowest_ev=2.950 homo_energy_ev=-9.3 homo_lumo_gap_ev=9.9 total_energy_ha=-496.9491 smiles="CNC(C)=O.CNC(C)=O"
H 0.786 -1.197 -1.775
H -1.049 0.803 -0.838
H -0.230 -0.645 -3.238
C 0.507 2.777 -1.033
C 0.638 1.571 -1.699
H 0.820 -0.089 0.833
N -0.261 0.528 -1.479
H 0.869 -2.808 0.032
H -0.928 -2.868 -0.025
H 0.491 1.506 2.540
H 1.405 2.736 -0.237
H -0.469 3.062 -0.543
C -0.402 -1.622 1.511
C -0.117 -0.734 -2.111
H -1.019 -1.345 -1.672
H 0.330 3.663 -1.770
H -0.215 -3.589 1.235
N 0.048 -0.269 1.339
H -1.267 1.107 2.460
C -0.216 0.691 2.489
O 1.647 1.225 -2.356
O -1.148 -1.744 2.456
H -0.147 0.016 3.251
C -0.073 -2.773 0.629